Entry 1:
C3H3F2I | the ωB97M-V functional and the def2-TZVPD basis

Geometry as XYZ:
```
9
Properties=species:S:1:pos:R:3:forces:R:3
C 1.70159 -0.55911 -1.15948 0.890 -2.420 0.221
I 0.75120 2.48577 -1.21328 0.224 -0.332 -0.341
C -1.23543 0.82995 1.34787 -0.501 2.391 -1.121
F -1.86975 0.23865 0.27507 0.492 0.451 0.160
F -0.29387 0.00029 1.77684 1.013 -0.291 0.073
H -1.98169 0.90654 2.12138 -0.295 0.278 0.363
H -0.80707 1.92277 1.02188 -0.866 -2.939 0.766
C 1.29725 0.55519 -1.24711 -0.373 1.479 0.089
H 2.08867 -1.58948 -1.05298 -0.585 1.383 -0.211
```
Forces are in eV/Å.

The energy relative to the best compared isomer or geometry (same formula, charge and spin) comes out at 2.207 eV. The calculation puts the molecular weight at 203.96 g/mol. The structure (SMILES) is C#CI.FCF. The calculation puts the strongest force on any atom at 3.2 eV/A. For the orbital gap, the calculation gives 9.88 eV. The spin multiplicity is 1. The lowest unoccupied orbital energy is 0.24 eV.



Entry 2:
C3H3F2N | the ωB97M-V functional and the def2-TZVPD basis

Geometry as XYZ:
```
9
Properties=species:S:1:pos:R:3:forces:R:3
C 0.88221 0.07826 -0.05011 -2.692 -1.967 -2.839
F 1.68245 1.09400 -0.19833 0.432 0.633 0.391
F 1.66305 -1.07664 0.05658 -1.028 1.553 0.094
N -1.34431 -0.03389 -0.20970 -0.581 -1.004 -1.362
H -0.77552 1.02543 1.46562 1.610 -1.515 -1.011
C -0.56925 -0.06227 -1.21799 2.102 -0.961 1.287
H -0.83815 -0.39137 -2.27597 0.447 0.914 1.332
C -0.40812 0.08129 0.85039 0.331 2.812 2.256
H -0.29235 -0.71480 1.57952 -0.620 -0.465 -0.147
```
Forces are in eV/Å.

The energy relative to the best compared isomer or geometry (same formula, charge and spin) comes out at 2.628 eV. The calculation puts the molecular weight at 91.06 g/mol. The structure (SMILES) is FC1(F)C=NC1. The calculation puts the strongest force on any atom at 4.4 eV/A. For the orbital gap, the calculation gives 10.96 eV. The spin multiplicity is 1. The lowest unoccupied orbital energy is 1.05 eV.



Entry 3:
C3H3F2N | the ωB97M-V functional and the def2-TZVPD basis

Geometry as XYZ:
```
9
Properties=species:S:1:pos:R:3:forces:R:3
N 0.04018 -0.20106 0.90667 0.693 1.479 -2.357
C 0.72228 0.83576 0.21222 3.419 -2.014 0.180
H 0.22483 -1.47112 -0.88978 3.337 -1.115 -2.880
C -0.38730 -1.09717 -0.20935 -4.640 -0.292 2.980
F -1.84569 1.05940 -0.20620 -0.224 -0.414 0.388
H -1.14093 -1.91879 0.06599 0.854 1.850 0.020
C -0.72803 0.35667 -0.27500 -3.159 -1.669 -0.204
H 0.80250 1.74627 0.65422 -0.344 2.667 1.251
F 2.31217 0.69003 -0.25876 0.064 -0.491 0.622
```
Forces are in eV/Å.

The energy relative to the best compared isomer or geometry (same formula, charge and spin) comes out at 4.767 eV. The calculation puts the molecular weight at 91.06 g/mol. The calculation puts the strongest force on any atom at 5.5 eV/A. For the orbital gap (alpha / beta), the calculation gives 6.67 / 7.52 eV. The spin multiplicity is 3. The lowest unoccupied orbital energy (alpha / beta) is 0.83 / -3.93 eV.



Entry 4:
C3H3F3 | the ωB97M-V functional and the def2-TZVPD basis

Geometry as XYZ:
```
9
Properties=species:S:1:pos:R:3:forces:R:3
F 1.23208 -0.16515 -0.90463 0.760 0.898 0.826
H -1.92188 -0.08033 -1.98197 0.259 -0.115 -2.443
H 0.82935 0.21584 1.04332 1.715 -0.235 -0.875
F 2.45491 -1.08506 0.63926 -1.045 0.974 0.092
C -2.44214 0.04324 0.15802 -4.892 2.041 11.455
H -2.40262 0.07341 1.27705 0.951 -0.497 -1.439
C -2.11952 -0.09911 -0.99217 3.686 -1.431 -7.573
C 1.73442 0.05362 0.34569 -0.483 -1.532 0.545
F 2.63541 1.04356 0.41543 -0.951 -0.105 -0.588
```
Forces are in eV/Å.

The energy relative to the best compared isomer or geometry (same formula, charge and spin) comes out at 2.758 eV. The calculation puts the molecular weight at 96.05 g/mol. The calculation puts the strongest force on any atom at 12.6 eV/A. For the orbital gap (alpha / beta), the calculation gives 6.38 / 8.26 eV. The spin multiplicity is 3. The lowest unoccupied orbital energy (alpha / beta) is 0.96 / -2.99 eV.



Entry 5:
C3H3F3NO2S | the ωB97M-V functional and the def2-TZVPD basis

Geometry as XYZ:
```
13
Properties=species:S:1:pos:R:3:forces:R:3
F 0.28900 -1.89801 0.62596 -0.633 0.966 0.223
H 2.23257 -1.16703 -0.95786 -0.186 0.224 1.057
O -2.46035 1.52914 -0.61255 -1.486 0.098 -1.808
C -1.63832 1.63233 0.23713 2.660 -0.377 3.542
F -1.77725 -1.37625 0.83639 -1.697 0.134 0.919
C -0.74454 -1.07035 0.13786 3.477 0.579 -0.969
H 3.35146 -0.06505 -0.47627 -0.093 0.654 -0.302
H 0.03268 0.71355 1.18473 1.383 -0.062 1.921
O -1.49794 2.25528 1.33508 -0.509 -0.441 -1.835
N 2.33799 -0.27652 -0.41509 1.768 -2.567 -0.024
S 1.05366 0.81302 -1.00226 -2.044 2.211 0.151
C -0.28114 0.54062 0.21607 -2.221 -2.688 -3.170
F -0.89784 -1.63072 -1.10919 -0.421 1.268 0.294
```
Forces are in eV/Å.

The calculation puts the molecular weight at 174.12 g/mol. The calculation puts the strongest force on any atom at 4.7 eV/A. For the orbital gap (alpha / beta), the calculation gives 4.55 / 6.01 eV. The spin multiplicity is 3. Its net charge is -1. The lowest unoccupied orbital energy (alpha / beta) is 3.39 / 0.88 eV.



Entry 6:
C3H3F3O | the ωB97M-V functional and the def2-TZVPD basis

Geometry as XYZ:
```
10
Properties=species:S:1:pos:R:3:forces:R:3
H 3.42618 -1.36350 -0.82789 -0.275 -0.110 0.367
C -0.24577 0.87692 -0.10157 0.268 0.462 -0.113
F 0.89926 1.14061 0.56030 -0.295 -0.185 -0.078
F -0.47595 1.86395 -1.00224 -0.057 -0.284 0.236
F 2.92377 -1.58974 -0.07638 0.248 0.116 -0.354
H -2.41407 0.70661 0.44734 -0.155 0.062 -0.129
O -0.65867 -1.49404 -0.99511 -0.137 -0.250 -0.014
C -0.74299 -0.49637 -0.36270 0.548 -0.044 -0.454
C -1.43429 0.30282 0.65913 -0.275 0.300 0.384
H -1.27748 0.05273 1.69911 0.129 -0.067 0.156
```
Forces are in eV/Å.

The energy relative to the best compared isomer or geometry (same formula, charge and spin) comes out at 2.205 eV. The calculation puts the molecular weight at 112.05 g/mol. The structure (SMILES) is O=C1CC1(F)F.F. The calculation puts the strongest force on any atom at 0.7 eV/A. For the orbital gap, the calculation gives 10.14 eV. The spin multiplicity is 1. The lowest unoccupied orbital energy is 0.18 eV.



Entry 7:
C3H3F3O | the ωB97M-V functional and the def2-TZVPD basis

Geometry as XYZ:
```
10
Properties=species:S:1:pos:R:3:forces:R:3
H 0.94581 -1.30492 1.65385 -0.108 1.007 -1.084
C 1.11671 -0.88730 0.61965 -3.801 0.551 -0.103
O -0.39777 -1.10654 -0.20743 3.249 -0.687 1.417
F 1.73279 0.72203 -0.95596 -0.516 0.175 0.370
C -0.58842 0.29600 -0.33779 -0.177 -0.020 3.019
F 2.22798 -1.40454 0.15753 -0.158 -0.532 -0.644
H -1.26285 0.71508 0.52046 0.839 -0.625 -1.495
H -1.04814 0.47910 -1.30106 0.561 0.720 -0.247
F 1.11663 1.63594 0.91438 -0.230 -0.333 0.213
C 0.86782 0.59040 0.10782 0.341 -0.256 -1.445
```
Forces are in eV/Å.

The energy relative to the best compared isomer or geometry (same formula, charge and spin) comes out at 2.307 eV. The calculation puts the molecular weight at 112.05 g/mol. The structure (SMILES) is F[C@@H]1OCC1(F)F. The calculation puts the strongest force on any atom at 3.8 eV/A. For the orbital gap, the calculation gives 11.53 eV. The spin multiplicity is 1. The lowest unoccupied orbital energy is 0.95 eV.



Entry 8:
C3H3FGdO4 | the ωB97M-V functional and the def2-TZVPD basis

Geometry as XYZ:
```
12
Properties=species:S:1:pos:R:3:forces:R:3
O 1.83097 -3.97538 0.25850 -1.132 1.042 -0.427
O 2.96397 -4.64977 0.54422 0.816 -0.976 0.189
H -2.20930 1.40590 0.14016 -0.630 -0.547 -0.069
F -2.34883 3.97918 -0.02032 0.214 0.090 -0.134
O -1.24147 3.79449 -0.84354 -0.378 -0.637 0.707
C 1.08298 -3.15296 -0.04435 0.136 -0.192 0.209
H 0.14118 2.53638 -1.34615 0.117 0.070 0.097
H -1.17728 2.10404 1.34863 0.128 -0.018 0.864
C -0.69677 2.68653 -0.64629 0.742 1.150 -1.711
Gd 3.16075 -6.93007 -0.03842 0.482 -0.537 0.030
C -1.13687 1.65102 0.32925 0.117 -0.111 0.097
O -0.36932 0.55063 0.31830 -0.613 0.666 0.148
```
Forces are in eV/Å.

The energy relative to the best compared isomer or geometry (same formula, charge and spin) comes out at 2.713 eV. The calculation puts the molecular weight at 279.30 g/mol. The calculation puts the strongest force on any atom at 2.2 eV/A. For the orbital gap (alpha / beta), the calculation gives 6.15 / 2.87 eV. The spin multiplicity is 9. Its net charge is +4. The lowest unoccupied orbital energy (alpha / beta) is -16.89 / -21.04 eV.



Entry 9:
C3H3FIO2 | the ωB97M-V functional and the def2-TZVPD basis

Geometry as XYZ:
```
10
Properties=species:S:1:pos:R:3:forces:R:3
I 2.00376 -1.18356 -0.18913 0.004 -0.155 0.028
O 0.09841 -0.78850 3.36270 3.440 0.810 0.791
H 0.21319 -0.31175 -2.42782 -0.555 1.188 0.441
C 0.66688 0.77077 -0.46740 0.171 0.391 0.084
H 0.88396 1.35435 -2.47461 1.321 0.296 -0.764
C 0.23885 0.70906 -1.93991 2.294 -2.422 0.591
O -2.03093 -1.27301 2.79097 -3.203 -0.720 -1.094
H -0.60076 1.27959 -1.90821 -3.310 1.026 -0.262
F -0.52535 0.46083 0.24347 0.023 -0.377 -0.029
C -0.94802 -1.01778 3.00995 -0.185 -0.037 0.213
```
Forces are in eV/Å.

The energy relative to the best compared isomer or geometry (same formula, charge and spin) comes out at 1.520 eV. The calculation puts the molecular weight at 216.96 g/mol. The calculation puts the strongest force on any atom at 3.6 eV/A. For the orbital gap, the calculation gives 6.00 eV. The spin multiplicity is 1. Its net charge is -1. The lowest unoccupied orbital energy is 3.30 eV.



Entry 10:
C3H3FKO2 | the ωB97M-V functional and the def2-TZVPD basis

Geometry as XYZ:
```
10
Properties=species:S:1:pos:R:3:forces:R:3
O 2.67602 -1.17878 -0.46279 0.904 -0.503 -0.166
C 2.97314 0.01230 -0.31374 -2.291 -0.080 1.322
K 0.29373 -0.51517 -1.30420 0.439 0.071 0.054
C -1.89164 -0.27739 1.01820 -0.536 0.045 -0.447
H -3.42050 0.03110 -0.39439 0.227 0.146 0.163
C -2.54892 0.44418 0.13513 0.282 -0.233 0.315
H -2.27810 1.48295 -0.09070 -0.088 -0.336 0.086
F 3.79797 0.29862 0.76700 0.247 -0.121 -0.862
O 2.37668 0.97950 -0.80168 0.736 0.635 -0.365
H -1.97838 -1.27731 1.44717 0.079 0.376 -0.100
```
Forces are in eV/Å.

The energy relative to the best compared isomer or geometry (same formula, charge and spin) comes out at 0.000 eV. The calculation puts the molecular weight at 129.15 g/mol. The calculation puts the strongest force on any atom at 2.6 eV/A. For the orbital gap (alpha / beta), the calculation gives 8.41 / 7.66 eV. The spin multiplicity is 2. The lowest unoccupied orbital energy (alpha / beta) is -0.55 / -1.30 eV.